DFT (ωB97M-V/def2-TZVPD) results for C6H11NO in the gas phase.

Last columns: bonded neighbours and bond lengths (Å).
Cartesian coordinates (Å):
1 C 2.6072 -0.2660 0.2775  C2 1.610, H7 1.148, H8 1.171, H9 1.161
2 C 1.0601 -0.2224 -0.1661  C1 1.610, C3 1.527, C6 1.481, H10 1.239
3 C 0.1104 -1.3753 -0.4849  C2 1.527, H11 1.174, H12 1.020, N18 1.506
4 C -2.2156 -0.1669 0.3008  C5 1.389, H13 1.158, H14 1.065, N18 1.446
5 C -0.9278 -0.0564 0.8088  C4 1.389, C6 1.433, H15 1.115, N18 1.540
6 C 0.1884 0.7821 0.4866  C2 1.481, C5 1.433, H16 1.080, O19 1.493
7 H 2.5548 -0.8911 1.2387  C1 1.148
8 H 3.4732 -0.6121 -0.4302  C1 1.171
9 H 2.7642 0.8578 0.5225  C1 1.161
10 H 1.1095 0.4337 -1.2163  C2 1.239
11 H 0.3688 -1.5601 -1.6149  C3 1.174
12 H 0.1670 -2.1245 0.2057  C3 1.020
13 H -2.9189 -0.9854 0.7195  C4 1.158
14 H -2.8498 0.6150 -0.0462  C4 1.065
15 H -0.7853 -0.9159 1.5041  C5 1.115
16 H 0.8443 1.2511 1.2051  C6 1.080
17 H -0.2749 1.0709 -1.3275  O19 1.171
18 N -1.1808 -0.6102 -0.6060  C3 1.506, C4 1.446, C5 1.540
19 O -0.1403 1.8702 -0.4819  C6 1.493, H17 1.171

## Properties
HOMO: -8.94 eV
Charge: 0
HOMO-LUMO gap: 9.850 eV
SMILES: C[C@H]1CN2C[C@@H]2[C@@H]1O
Energy above the lowest of the compared OMol25 structures with the same formula, charge and spin: 167.0 kcal per mole
Maximum force: 0.1176 hartree/bohr